Entry 1:
ORCA calculation (wB97M-V/def2-TZVPD) on a molecular structure, C39H35BaClN2Si2.

Results
HOMO level in eV: -7.3
Energy above the lowest of the compared OMol25 structures with the same formula, charge and spin in kJ/mol: 0.0
F_max in eV Å⁻¹: 3.3
HOMO-LUMO gap in eV: 6.22
LUMO energy in eV: -1.06

ORCA input file:
```
! wB97M-V def2-TZVPD RIJCOSX def2/J DEFGRID3
* xyz 0 1
C -1.855 -1.084 4.709
C -2.506 -0.594 3.540
C -2.267 -1.521 2.483
H -3.147 0.293 3.485
C -1.471 -2.581 3.002
C -1.215 -2.303 4.378
H -0.681 -2.958 5.076
H -1.905 -0.634 5.707
H -2.690 -1.477 1.475
H -1.190 -3.491 2.464
Ba 0.465 -0.154 2.845
Si -0.555 -0.188 -4.151
C -0.120 1.275 -5.244
C 1.211 1.462 -5.651
H 1.962 0.686 -5.470
C 1.605 2.674 -6.231
H 2.654 2.834 -6.479
C 0.668 3.681 -6.482
H 0.979 4.634 -6.919
C -0.677 3.444 -6.183
H -1.420 4.211 -6.406
C -1.076 2.245 -5.580
H -2.128 2.081 -5.334
C 0.058 -1.703 -5.068
C -0.268 -1.904 -6.420
H -1.016 -1.263 -6.899
C 0.391 -2.894 -7.167
H 0.165 -3.006 -8.229
C 1.348 -3.722 -6.572
H 1.884 -4.473 -7.159
C 1.609 -3.581 -5.208
H 2.333 -4.222 -4.707
C 0.947 -2.599 -4.461
H 1.167 -2.513 -3.391
H -2.030 -0.215 -4.021
Si 0.932 0.070 -2.158
C 0.024 -1.453 -1.411
C -1.362 -1.673 -1.549
H -2.024 -0.915 -1.977
C -1.947 -2.889 -1.171
H -3.017 -3.050 -1.346
C -1.167 -3.884 -0.580
H -1.622 -4.834 -0.298
C 0.192 -3.644 -0.343
H 0.799 -4.411 0.150
C 0.777 -2.434 -0.742
H 1.827 -2.231 -0.522
C -0.157 1.566 -1.668
C -1.224 1.420 -0.761
H -1.284 0.517 -0.150
C -2.226 2.390 -0.663
H -3.111 2.182 -0.052
C -2.079 3.607 -1.341
H -2.850 4.375 -1.272
C -0.915 3.843 -2.083
H -0.759 4.814 -2.564
C 0.049 2.839 -2.231
H 0.950 3.016 -2.822
H 2.394 0.055 -1.996
Cl 1.920 0.606 0.472
C -0.747 3.753 5.595
C -0.269 3.598 6.900
C 0.552 2.507 7.197
C 0.857 1.578 6.180
N 0.395 1.743 4.913
C -0.376 2.813 4.622
C 1.671 0.360 6.444
C 2.264 0.123 7.703
C 2.961 -1.065 7.920
C 3.058 -1.988 6.873
C 2.459 -1.683 5.643
N 1.795 -0.532 5.421
H -1.394 4.585 5.315
H -0.522 4.311 7.687
H 0.961 2.352 8.193
H -0.695 2.913 3.576
H 2.163 0.879 8.480
H 3.411 -1.255 8.893
H 3.591 -2.932 6.987
H 2.517 -2.382 4.799
*
```



Entry 2:
ORCA calculation (wB97M-V/def2-TZVPD) on a molecular structure, C39H35IN5O10RbS.

Results
HOMO level in eV: -1.0
Energy above the lowest of the compared OMol25 structures with the same formula, charge and spin in kJ/mol: 186.6
F_max in eV Å⁻¹: 0.6
HOMO-LUMO gap in eV: 4.59
LUMO energy in eV: 3.60

ORCA input file:
```
! wB97M-V def2-TZVPD RIJCOSX def2/J DEFGRID3
* xyz -2 1
Rb 0.008 1.532 -0.101
C -4.275 0.285 -0.257
C -4.249 1.762 -0.009
N -5.183 2.511 -0.532
C -5.154 3.847 -0.305
C -4.210 4.454 0.480
C -4.290 5.939 0.701
O -4.622 6.315 2.044
C -3.213 3.661 1.103
C -2.221 4.325 1.951
N -1.567 3.934 2.979
C -1.819 2.699 3.590
C -3.100 2.350 4.016
C -3.333 1.154 4.671
C -2.287 0.276 4.919
C -1.000 0.621 4.532
C -0.771 1.834 3.903
I 1.182 2.340 3.373
C -3.155 2.272 0.807
O -2.227 1.503 1.181
H -5.191 0.023 -0.784
H -4.200 -0.265 0.683
H -3.412 -0.025 -0.853
H -5.936 4.435 -0.774
H -5.084 6.350 0.078
H -3.353 6.426 0.406
H -4.087 5.777 2.638
H -1.997 5.355 1.661
H -3.920 3.022 3.791
H -4.341 0.898 4.973
H -2.466 -0.675 5.405
H -0.173 -0.054 4.705
O 0.165 5.640 -2.891
C 0.033 4.361 -2.447
O -0.222 4.151 -1.288
C 0.231 3.318 -3.513
C 0.602 3.709 -4.788
C 0.781 2.655 -5.721
C 0.609 1.362 -5.358
C 0.243 1.045 -3.981
N 0.031 2.085 -3.079
C 0.110 -0.231 -3.581
O 0.189 -1.346 -4.377
O -0.208 -0.491 -2.203
H 0.029 6.175 -2.095
H 0.749 4.745 -5.045
H 1.062 2.887 -6.744
H 0.748 0.555 -6.064
H 0.595 -2.068 -3.880
C 0.560 -8.346 0.405
C -0.588 -8.873 1.229
O -0.620 -10.006 1.648
S -1.971 -7.809 1.600
C -1.618 -6.328 0.694
C -1.906 -6.261 -0.665
C -1.637 -5.105 -1.377
C -1.090 -3.988 -0.739
C -0.817 -4.053 0.635
C -1.086 -5.213 1.340
C -0.796 -2.781 -1.444
C -0.534 -1.675 -1.846
H 1.443 -8.929 0.658
H 0.736 -7.285 0.556
H 0.330 -8.495 -0.651
H -2.341 -7.119 -1.163
H -1.860 -5.052 -2.434
H -0.377 -3.190 1.120
H -0.863 -5.264 2.398
C 5.369 1.371 2.016
C 5.836 0.827 0.672
C 4.837 -0.147 0.034
C 5.376 -0.617 -1.330
C 4.437 -1.556 -2.075
C 4.716 -1.361 0.934
O 5.690 -2.006 1.298
N 3.459 -1.698 1.306
C 2.260 -1.027 0.937
O 1.221 -1.540 1.346
N 2.325 0.090 0.204
C 3.504 0.588 -0.221
O 3.581 1.644 -0.844
H 6.093 2.079 2.425
H 5.240 0.570 2.749
H 4.415 1.892 1.913
H 6.788 0.303 0.786
H 5.970 1.648 -0.034
H 6.342 -1.100 -1.157
H 5.543 0.285 -1.923
H 4.251 -2.472 -1.508
H 4.863 -1.843 -3.039
H 3.474 -1.078 -2.269
H 3.343 -2.509 1.895
*
```